No. 1
{
  "formula": "CH4N2O2",
  "method": "wB97M-V/def2-TZVPD",
  "species": ["C", "N", "N", "O", "O", "H", "H", "H", "H"],
  "positions_angstrom": [[-0.74809, 0.11050, 0.39612], [1.86068, 0.36487, 0.23171], [0.82715, -0.38268, -0.23002], [2.91124, -0.05980, -0.13902], [-1.84361, 0.72790, -0.26805], [-0.97107, -0.80643, 0.83252], [-2.44792, 0.14789, -0.80567], [-0.38309, 1.01779, 0.93920], [0.79470, -1.12005, -0.95677]],
  "lumo_energy_ev": 0.452,
  "e_above_lowest_kcal_mol": 88.12,
  "charge": 0,
  "gap_ha": 0.3596,
  "total_energy_ev": -8172.86438,
  "fmax_ev_per_a": 5.01
}

No. 2
{
  "formula": "C4H15NO2S",
  "method": "wB97M-V/def2-TZVPD",
  "species": ["C", "C", "S", "C", "N", "C", "H", "H", "H", "H", "H", "H", "H", "H", "H", "H", "H", "H", "H", "O", "H", "H", "O"],
  "positions_angstrom": [[-1.22164, -1.82457, 0.76145], [-0.79334, -1.93036, 2.16272], [-0.32127, -3.66503, 2.56927], [-1.45520, -0.37689, 0.39400], [-2.50379, 0.11579, -0.43842], [-3.81875, 0.31959, 0.18876], [-0.48484, -2.38064, 0.16964], [-2.03218, -2.55949, 0.75570], [-1.51101, -1.46463, 2.82910], [0.06608, -1.30644, 2.51916], [0.75071, -3.69959, 1.62993], [-1.32542, 0.16752, 1.29436], [-0.63384, -0.00920, -0.28687], [-2.58227, -0.66462, -1.12929], [-3.80102, 1.35224, 0.42201], [-3.92058, -0.15571, 1.16224], [-4.72367, -0.18705, -0.32517], [5.93343, 2.41842, -1.63700], [5.25437, 3.81537, -1.10446], [5.97438, 3.12116, -0.91029], [4.45683, 2.25454, -3.75758], [3.91905, 3.54798, -3.66495], [4.77399, 3.11162, -3.60431]],
  "lumo_energy_ev": 0.489,
  "e_above_lowest_kcal_mol": 57.33,
  "charge": 0,
  "gap_ha": 0.3443,
  "total_energy_ev": -20809.38834,
  "fmax_ev_per_a": 3.39
}

No. 3
{
  "formula": "C42H61BCuN2O4PS",
  "method": "wB97M-V/def2-TZVPD",
  "species": ["Cu", "C", "C", "C", "C", "C", "C", "C", "N", "C", "C", "C", "C", "C", "C", "O", "C", "C", "C", "C", "C", "C", "C", "C", "C", "O", "C", "C", "C", "C", "C", "C", "H", "H", "H", "H", "H", "H", "H", "H", "H", "H", "H", "H", "H", "H", "H", "H", "H", "H", "H", "H", "H", "H", "H", "H", "H", "H", "H", "H", "H", "H", "H", "H", "H", "H", "H", "H", "H", "H", "H", "H", "S", "C", "N", "C", "P", "C", "C", "H", "H", "H", "H", "H", "H", "H", "H", "H", "C", "C", "C", "C", "C", "C", "C", "C", "O", "B", "O", "C", "C", "H", "H", "H", "H", "H", "H", "H", "H", "H", "H", "H", "H"],
  "positions_angstrom": [[1.11724, -1.26143, -0.75280], [1.60283, 2.97602, 4.52528], [1.22794, 3.86172, 3.35102], [2.36444, 4.84406, 3.12375], [-0.07673, 4.58718, 3.73685], [0.95177, 3.02556, 2.09618], [0.95694, 1.60337, 2.13592], [0.70669, 0.88245, 0.96114], [0.58511, -0.50357, 0.88843], [0.98491, -1.38716, 1.88681], [0.54495, -1.32927, 3.16732], [0.98112, -2.22501, 4.15164], [1.78499, -3.27151, 3.72968], [2.21440, -3.41454, 2.41138], [1.87825, -2.43795, 1.50495], [2.27295, -2.39602, 0.20508], [3.12911, -4.67106, 2.10930], [4.30844, -4.58227, 3.05546], [2.36322, -5.97054, 2.41067], [3.70600, -4.70552, 0.68085], [0.55405, -1.95387, 5.60750], [1.04871, -0.55435, 6.04277], [-0.98935, -2.00295, 5.73811], [1.08624, -2.98762, 6.55131], [0.55345, 1.60599, -0.27370], [0.68217, 0.73204, -1.39855], [0.55518, 2.98994, -0.30345], [0.64762, 3.67349, 0.93438], [0.63183, 3.99757, -1.46325], [0.63241, 3.44412, -2.90345], [1.87154, 4.87407, -1.34550], [-0.61034, 4.88741, -1.41931], [1.80275, 3.56903, 5.42997], [2.50931, 2.36698, 4.36792], [0.73716, 2.33582, 4.80849], [2.64364, 5.37813, 4.04309], [2.08905, 5.54992, 2.32894], [3.20708, 4.26045, 2.73673], [0.15087, 5.29882, 4.49720], [-0.82199, 3.86971, 4.10958], [-0.51055, 5.10436, 2.90185], [1.29709, 1.03834, 3.02391], [-0.21164, -0.55835, 3.37214], [2.12920, -4.03542, 4.45955], [4.08856, -4.43257, 4.12872], [4.91235, -3.73259, 2.74004], [4.92788, -5.48754, 2.95803], [2.11440, -6.10753, 3.44632], [2.96331, -6.83205, 2.05140], [1.41348, -5.96319, 1.88915], [4.29658, -3.83086, 0.46412], [2.92538, -4.80979, -0.06988], [4.32689, -5.61034, 0.60258], [0.64820, 0.19846, 5.35324], [2.13683, -0.51736, 6.07532], [0.63272, -0.29227, 7.00860], [-1.48412, -1.29671, 5.07900], [-1.26159, -1.78809, 6.78696], [-1.42393, -2.99904, 5.51003], [2.17519, -3.11556, 6.47649], [0.68448, -3.99324, 6.35470], [0.83538, -2.70966, 7.56808], [0.65990, 4.75006, 0.95312], [1.45947, 2.77072, -3.04159], [0.74981, 4.26442, -3.57381], [-0.30916, 2.98560, -3.13659], [2.74093, 4.25625, -1.37509], [1.88981, 5.47888, -0.45366], [1.88666, 5.51701, -2.23582], [-1.51609, 4.27595, -1.45727], [-0.56223, 5.55050, -2.25888], [-0.68001, 5.52619, -0.51591], [-0.26019, -3.08712, -4.63955], [0.00959, -2.03217, -3.51006], [0.24092, -1.27445, -2.63068], [-1.39062, -6.03426, -1.46593], [-0.88996, -4.45024, -0.73835], [-1.48871, -4.70433, 0.99299], [-2.22716, -3.35408, -1.35374], [-2.42392, -6.30452, -1.30303], [-0.70681, -6.80798, -1.07533], [-1.20349, -5.91151, -2.56613], [-2.54255, -4.94417, 0.99012], [-1.34582, -3.74670, 1.51305], [-0.77247, -5.39688, 1.47117], [-3.18459, -3.64036, -0.95158], [-2.24010, -3.36121, -2.42322], [-1.95283, -2.36690, -0.96796], [-3.06142, 3.92653, -6.99812], [-3.44568, 2.43612, -6.99102], [-2.61759, 1.76799, -8.08152], [-4.95063, 2.33200, -7.30539], [-3.07121, 1.79862, -5.63636], [-3.98191, 1.50178, -4.64950], [-3.59526, 1.01223, -3.38472], [-2.24080, 0.79221, -3.15794], [-1.59548, 0.35263, -2.02917], [-0.20171, 0.28015, -2.41761], [-0.06880, 0.83843, -3.78325], [-1.30200, 1.08275, -4.17198], [-1.68474, 1.61329, -5.40698], [-3.26032, 4.37063, -7.96410], [-1.98352, 4.09698, -6.69899], [-3.61284, 4.52932, -6.29058], [-2.90555, 2.13697, -9.06620], [-2.73881, 0.67260, -8.07612], [-1.53711, 2.02764, -8.00601], [-5.12366, 2.60072, -8.36526], [-5.53399, 2.99203, -6.68568], [-5.36477, 1.34270, -7.18205], [-5.03133, 1.63815, -4.84260], [-4.29249, 0.82254, -2.56099], [-0.94084, 1.88807, -6.14213]],
  "lumo_energy_ev": [2.411, 2.053],
  "spin_multiplicity": 2,
  "e_above_lowest_kcal_mol": 0.00,
  "charge": -1,
  "gap_ha": [0.2480, 0.2353],
  "total_energy_ev": -121160.69483,
  "fmax_ev_per_a": 2.32
}

Number 3 is which compound?
C42H61BCuN2O4PS